Record 1
Molecular formula: C35H55F3O12SSi
Method: DFT, wB97M-V/def2-TZVPD

Calculated values
LUMO (eV): 0.01
E_HOMO (eV): -8.572
2S+1: 1

```
107
Properties=species:S:1:pos:R:3:forces:R:3
S 2.14546 2.63478 0.41744 0.773 -0.933 -1.315
Si 5.52319 -2.73559 -0.51218 0.267 -0.611 0.716
F -0.80125 -1.41505 -1.48701 -1.273 0.963 0.449
F -1.91432 -0.67765 0.30671 -0.103 -0.319 -1.681
F -2.85813 -0.57583 -1.74744 1.351 -0.346 1.142
O -2.74605 7.05022 -1.07652 -0.008 0.023 -0.370
O -3.22189 -3.02548 4.74068 0.271 0.105 -0.113
O -1.15218 -2.89210 3.84791 -0.298 0.119 0.335
O -4.56289 4.02603 0.57245 0.071 -0.211 -0.470
O 2.84304 1.37407 0.67724 -0.561 1.341 0.341
O -4.89403 3.39466 -1.57042 0.045 -0.025 0.293
O 0.48855 2.19799 0.37689 0.379 -0.086 0.638
O -2.49860 7.49854 -3.27414 -0.241 0.047 0.378
O -6.38549 -4.50806 0.71097 0.064 -0.233 -0.057
O -5.45930 -6.26995 1.77378 -0.007 0.554 -0.059
O 2.40483 3.69855 1.66673 -0.827 -1.376 -0.205
O -0.99145 1.21437 -2.60721 -0.137 0.020 0.599
C 5.03396 -1.20940 1.97998 -1.889 -0.379 -0.241
C -1.10220 0.99893 -1.18484 0.984 -0.754 -1.013
C 6.90472 -1.57934 -1.14796 0.064 0.539 -0.461
C -3.07135 -3.10831 2.39291 -0.451 0.291 -0.002
C -4.50001 -2.78651 2.79002 -0.368 0.081 -0.403
C -2.34007 -2.98193 3.70758 0.581 -0.252 -0.187
C 5.70514 2.77713 0.66853 -0.564 0.790 -0.244
C 6.58819 -0.86834 -2.53114 0.863 0.408 -0.324
C 2.15771 -1.53046 1.93698 1.631 0.166 0.382
C -2.24470 6.05727 -0.16711 0.076 -0.140 0.504
C -6.81104 -5.49585 -1.37392 -0.058 -0.159 -0.411
C 4.24054 -0.63960 3.06210 -1.303 -1.158 -1.354
C -7.16288 -4.32250 -0.48223 -0.212 0.249 -0.257
C -5.92370 2.69915 -2.28915 -0.172 -0.162 -0.403
C -6.53418 -6.59810 -0.36634 0.088 0.292 -0.483
C -6.04034 -5.81942 0.82822 0.052 -0.633 0.460
C 5.40361 2.59972 -0.88662 0.392 -0.857 0.605
C 4.90472 4.01241 1.31121 0.932 -1.013 0.680
C -1.49503 5.50623 -2.33847 -0.230 -0.394 0.315
C -5.20770 3.43490 -0.24848 -0.127 0.415 0.599
C 6.19397 0.65971 -2.43694 -0.638 -0.348 -0.528
C -2.29914 6.78503 -2.33042 0.254 0.290 -0.474
C 2.77450 -0.81513 3.06430 1.556 -0.904 -2.026
C 2.95927 -2.10232 0.84355 0.973 1.383 2.107
C -6.61798 1.83788 -1.25438 -0.298 -0.319 0.062
C 0.35565 1.05581 -0.51914 -0.743 -0.239 -0.268
C -6.48754 2.67622 0.00597 -0.012 -0.501 -0.281
C 4.42627 -1.95615 0.85499 -1.727 1.133 1.445
C 4.47026 -3.49874 -1.92212 0.361 0.068 0.168
C 5.22539 1.04350 -1.25811 0.400 1.314 -0.162
C 3.71792 3.53906 2.25373 1.514 0.908 1.019
C 6.42464 -4.20889 0.36148 -0.501 0.330 0.354
C -1.91156 4.85982 -1.02923 0.221 -0.457 -0.002
C -4.54749 -3.24469 4.23156 -0.364 -0.078 0.069
C -1.69005 -0.46343 -1.03752 0.199 1.355 0.714
H 7.15962 -0.79134 -0.37963 -0.221 -0.813 -0.694
H -6.07293 0.89834 -1.12786 -0.024 0.052 -0.044
H -5.24908 -3.26605 2.16131 0.086 0.029 0.193
H -7.44338 -7.13512 -0.08891 0.106 -0.076 0.066
H -5.26471 -2.67289 4.82050 0.207 -0.038 0.156
H 6.24148 -4.12874 1.47306 0.318 -0.159 -1.127
H -1.82254 1.76059 -0.79212 0.683 -0.790 -0.192
H 5.64868 4.51494 1.99295 -0.888 -0.216 -0.634
H -7.59453 -5.74148 -2.09072 0.004 0.086 0.058
H 4.57097 4.75947 0.54889 0.169 -0.643 0.660
H -2.68710 -2.40059 1.66278 0.249 -0.249 0.034
H 6.30203 3.01284 -1.42440 -1.014 -0.337 0.293
H 3.94231 -2.71206 -2.52755 0.371 -0.979 0.476
H 6.81626 2.90924 0.80568 -1.121 0.006 -0.105
H 4.50821 3.19454 -1.19955 0.723 -0.471 0.317
H 5.18056 -4.10249 -2.55812 -0.788 0.695 0.414
H 5.63591 0.89980 -3.39321 0.686 -0.125 0.892
H 7.52364 -4.15850 0.15962 -0.917 -0.398 0.141
H 1.08758 1.18898 -1.36418 -0.698 -0.402 0.715
H 7.83029 -2.20650 -1.27320 -0.868 0.499 0.145
H -7.30822 3.38888 0.10892 0.076 0.018 0.124
H -1.14725 4.21377 -0.59438 -0.008 0.112 0.076
H 5.82809 -1.40588 -3.16251 0.611 0.326 0.848
H 7.11440 1.31349 -2.47889 -0.873 -0.765 0.454
H -4.78416 -4.30805 4.32156 0.044 0.028 -0.040
H 5.93976 -5.15548 0.00633 0.761 0.611 0.319
H -0.43124 5.75347 -2.35058 -0.040 0.044 -0.150
H -5.89927 -5.27468 -1.93488 -0.073 0.018 0.024
H 6.14449 -1.11343 1.98143 -0.977 0.041 0.143
H -2.80863 4.26214 -1.18584 0.093 0.089 0.036
H 1.04587 -1.66819 1.93412 1.168 0.104 0.035
H 3.74370 4.23305 3.14398 -0.551 -0.643 -0.994
H 2.42487 -2.64830 0.03255 0.607 0.500 0.688
H -1.75447 4.88776 -3.19581 0.188 0.234 -0.138
H 3.90058 2.51394 2.68498 -0.396 0.843 -0.827
H -6.40408 2.05632 0.89646 -0.029 0.322 0.136
H 4.15859 0.87934 -1.55781 0.928 -0.091 0.283
H 2.16060 -0.40919 3.90764 0.606 -0.475 -1.016
H -7.64773 1.59552 -1.51724 0.066 0.051 -0.063
H -1.36336 6.46228 0.33917 -0.001 0.038 -0.077
H 4.72362 -0.09676 3.91241 -0.404 -0.587 -0.937
H 7.54733 -0.90814 -3.13052 -1.069 0.036 0.443
H -0.52836 0.46192 -3.01719 -0.137 0.370 0.327
H -5.77414 -7.28999 -0.72338 -0.113 -0.154 0.291
H 5.39644 0.48826 -0.30427 -0.074 0.163 -1.007
H -8.22144 -4.31004 -0.20940 0.046 -0.013 0.025
H 3.76058 -4.22511 -1.44753 0.390 0.698 -0.538
H 5.41811 1.88380 1.28005 0.204 0.543 -0.796
H -2.97145 -4.13261 2.02684 0.089 0.033 0.004
H -5.47598 2.10413 -3.08465 0.166 0.202 0.049
H -6.59555 3.43694 -2.73525 0.049 0.010 0.043
H -3.00352 5.82574 0.57754 -0.038 0.183 -0.134
H -4.65976 -1.70503 2.73928 0.023 -0.041 0.052
H -6.90545 -3.36824 -0.94153 0.043 0.023 0.248
H 0.51276 0.07675 0.01045 0.310 1.162 -0.277
```
Forces are in eV/Å.

Here are the Löwdin charges for atoms 1 to 2, given in e: S 1.01; Si 0.59

Record 2
Molecular formula: C2H6O3P
Method: DFT, wB97M-V/def2-TZVPD

Calculated values
LUMO (eV): 4.13
E_HOMO (eV): -2.916
Total charge: -1
2S+1: 1
Structure (SMILES): COOP(C)[O-]

```
12
Properties=species:S:1:pos:R:3:forces:R:3
P -0.34137 -1.49876 0.33735 0.190 0.621 -0.631
O -1.49480 -2.44636 0.13252 0.009 -0.163 -0.093
O -1.37212 -0.07717 0.77683 0.070 0.627 -0.001
O -0.93877 1.33764 0.91049 -3.567 -1.170 -0.048
C 0.24905 -0.90540 -1.42185 0.717 0.208 0.295
C 0.36008 1.48929 1.11283 3.632 -1.072 -1.503
H 0.82614 1.67339 0.06906 0.207 0.058 1.601
H 0.85765 0.58699 1.54654 -0.353 0.546 -0.291
H 0.78779 -1.78363 -1.85044 -0.325 0.462 0.234
H -0.51034 -0.56726 -2.15548 0.178 -0.131 0.537
H 1.02946 -0.09698 -1.26694 -0.823 -0.760 -0.249
H 0.54723 2.28824 1.80909 0.066 0.773 0.149
```
Forces are in eV/Å.

Here are the natural (NBO) charges for atoms 1 to 2, given in e: P 1.26; O -1.16

Record 3
Molecular formula: H17O12S
Method: DFT, wB97M-V/def2-TZVPD

Calculated values
LUMO (eV): 1.70
E_HOMO (eV): -4.116
Total charge: -1
2S+1: 1

```
30
Properties=species:S:1:pos:R:3:forces:R:3
S -1.80370 -1.70013 -1.37086 -4.801 -0.822 1.350
O 2.83492 0.49636 0.34982 3.431 0.857 1.752
O -0.70741 -0.75581 -1.47852 4.005 2.436 -0.039
O -0.53944 0.60897 3.09887 -3.021 -0.849 1.236
O -2.89211 -0.93467 -0.72079 -0.905 0.522 -0.048
O -2.69878 1.09387 0.93625 -0.688 -1.539 0.158
O 1.65221 3.31775 0.47922 0.993 1.312 -2.700
O 1.83682 -1.45902 -1.78566 1.008 0.293 0.693
O 0.15860 0.62547 0.40646 0.098 2.191 2.332
O -1.48710 -2.77089 -0.47129 1.861 -2.119 1.814
O 0.42568 -1.98112 1.44137 6.136 5.017 -0.125
O -2.16449 -2.19280 -2.65865 -0.186 -0.290 -1.855
O -0.65650 0.79033 -3.43726 -2.602 1.360 1.872
H 3.45431 0.68863 -0.41145 -1.213 -0.407 1.070
H 0.90626 -1.14252 -1.72789 -0.031 -0.512 0.181
H -0.06563 -2.36372 0.81910 -3.282 -1.962 -6.401
H -0.20598 0.31441 -0.42429 -2.433 -1.843 -1.727
H -3.49652 1.25938 1.41686 -0.757 1.143 0.838
H -0.20051 0.55356 1.33622 -0.504 -0.457 -0.598
H 2.31805 3.19883 1.14188 0.543 -0.137 0.656
H -1.63101 0.76166 3.11777 4.367 -1.040 -0.254
H -0.63790 0.06378 -2.77519 -0.820 0.299 0.272
H 2.18972 3.67821 -0.32088 -1.572 -0.987 2.053
H 0.03857 0.53442 -3.93839 3.404 -0.880 -2.972
H 2.19350 -1.47500 -0.87038 -0.694 -0.083 -0.893
H -0.26924 -0.19589 3.67364 -1.228 1.972 -1.587
H -3.06392 0.22230 0.55039 1.804 0.471 -0.928
H 1.08876 0.49717 0.36926 2.057 -0.139 0.242
H 3.42966 0.67848 1.20055 -2.027 -0.694 -2.787
H -0.00680 -2.41198 2.05384 -2.940 -3.115 6.395
```
Forces are in eV/Å.

Here are the natural (NBO) charges for atoms 1 to 2, given in e: S 2.67; O -0.96

Q: Which value of E_HOMO does entry 1 give?
A: -8.572 eV